83
Properties=species:S:1:pos:R:3:lowdin_charge:R:1 method="wB97M-V/def2-TZVPD" energy_ha=-3068.16317 spin_multiplicity=4 charge=-2 lumo_ha="0.1568 / 0.1565" homo_lumo_gap_ev="5.1 / 5.9" homo_ev="-0.82 / -1.62"
Pd 1.2189 1.5402 -1.6246 0.20
S 3.2935 2.3217 -5.6346 -0.44
Sb 3.6563 2.4722 -3.3742 -0.01
S 2.0555 3.7222 -2.1886 -0.27
S 3.4581 0.4359 -2.2024 -0.19
C 2.7762 -1.0681 2.6539 -0.06
C 2.7664 0.2269 1.8424 -0.37
C 4.1840 0.6704 1.4779 -0.08
C 2.0284 1.3409 2.5603 -0.14
C 2.4965 1.8289 3.7750 -0.06
C 1.8790 2.8964 4.4039 -0.11
C 0.7979 3.5132 3.7927 -0.06
C 0.2870 3.0586 2.5825 -0.15
C -0.8785 3.7909 1.9525 -0.37
C -0.4883 4.4633 0.6400 -0.07
C -2.1364 2.9326 1.7766 -0.06
C 0.8846 1.9278 1.9873 -0.18
N 0.3744 1.3920 0.8011 0.10
C -0.3305 0.2817 0.8728 -0.21
C -0.6648 -0.4827 -0.2928 -0.20
N -0.1448 -0.2042 -1.4759 0.03
C -0.4925 -1.0475 -2.5475 -0.18
C 0.2305 -2.2402 -2.7260 -0.13
C -0.1937 -3.1418 -3.6980 -0.05
C -1.2826 -2.8600 -4.5051 -0.10
C -1.9292 -1.6410 -4.3742 -0.06
C -1.5502 -0.7089 -3.4152 -0.14
C -2.2570 0.6386 -3.3944 -0.36
C -1.2929 1.7396 -3.8360 -0.06
C -2.9111 1.0092 -2.0590 -0.06
C 1.4536 -2.5485 -1.8803 -0.39
C 1.1475 -3.5688 -0.7820 -0.05
C 2.6207 -3.0202 -2.7470 -0.10
C -1.6063 -1.5530 0.1128 -0.09
C -2.3155 -2.5373 -0.5266 -0.01
C -3.1219 -3.4129 0.2525 -0.08
C -3.2213 -3.3134 1.6157 -0.05
C -2.5046 -2.2944 2.3013 -0.18
C -2.5149 -2.0468 3.7026 -0.05
C -1.7799 -1.0073 4.2098 -0.08
C -0.9939 -0.1482 3.3923 -0.01
C -0.9625 -0.3716 2.0400 -0.08
C -1.7246 -1.4519 1.5239 -0.09
H 3.2638 -1.8653 2.0869 0.07
H 1.7623 -1.3926 2.8981 0.07
H 3.3240 -0.9444 3.5943 0.07
H 2.2484 0.0404 0.9008 0.10
H 4.7681 0.9127 2.3718 0.07
H 4.1514 1.5395 0.8210 0.07
H 4.6975 -0.1224 0.9301 0.06
H 3.3685 1.3665 4.2262 0.10
H 2.2533 3.2634 5.3532 0.08
H 0.3287 4.3717 4.2638 0.10
H -1.1380 4.5824 2.6678 0.12
H -0.1619 3.7365 -0.1059 0.02
H 0.3290 5.1723 0.7823 0.08
H -1.3466 5.0053 0.2305 0.07
H -2.0282 2.2386 0.9435 0.06
H -2.9920 3.5823 1.5695 0.07
H -2.3623 2.3467 2.6704 0.07
H 0.3451 -4.0739 -3.8239 0.10
H -1.6063 -3.5719 -5.2560 0.09
H -2.7524 -1.3935 -5.0377 0.10
H -3.0667 0.5515 -4.1291 0.12
H -0.3800 1.6368 -3.2377 0.02
H -1.7095 2.7343 -3.6712 0.08
H -0.9948 1.6378 -4.8810 0.08
H -2.1683 1.3214 -1.3267 0.06
H -3.4814 0.1789 -1.6349 0.08
H -3.5927 1.8506 -2.2161 0.07
H 1.7573 -1.6134 -1.4067 0.07
H 0.7808 -4.5077 -1.2108 0.08
H 0.3927 -3.2017 -0.0862 0.06
H 2.0552 -3.7915 -0.2135 0.07
H 2.4257 -4.0088 -3.1755 0.06
H 3.5258 -3.0897 -2.1392 0.07
H 2.8200 -2.3116 -3.5493 0.06
H -2.2758 -2.6770 -1.5989 0.10
H -3.6730 -4.1905 -0.2644 0.09
H -3.8454 -4.0030 2.1741 0.10
H -3.1027 -2.6790 4.3591 0.10
H -1.7915 -0.8225 5.2783 0.09
H -0.4390 0.6562 3.8575 0.10